1.
Formula: C2H6Se
Source: the OMol25 dataset
Level of theory: ωB97M-V/def2-TZVPD

```
9
Properties=species:S:1:pos:R:3:forces:R:3:mulliken_charge:R:1
C 0.8451 0.3376 0.3027 0.537 -1.207 0.337 -0.97
C -0.2523 -0.1415 -0.6729 0.451 -0.179 -1.656 -0.53
Se -2.1538 -0.0787 0.0244 1.059 0.344 -0.334 -0.12
H 0.7844 1.3731 0.5580 -0.198 0.829 -0.174 0.32
H 0.9335 -0.1698 1.3092 -0.568 0.054 -1.190 0.32
H 1.8207 0.1518 -0.1941 -0.448 0.230 0.241 0.29
H -0.1229 -1.2650 -0.8777 0.031 1.882 -0.071 0.31
H -0.1223 0.5141 -1.7223 -0.763 -1.941 2.849 0.29
H -1.7325 -0.7215 1.2727 -0.100 -0.012 -0.002 0.08
```
Positions in Å, forces in eV/Å.

HOMO energy = -0.320 hartree
E_LUMO = 0.89 eV
Orbital gap = 0.353 Eh
Total charge = 0
Relative energy (zero: lowest compared OMol25 entry of this formula, charge and spin) = 0.086 eV
SMILES string = CC[SeH]

=====

2.
Formula: C11H14BCdN7S
Source: the OMol25 dataset
Level of theory: ωB97M-V/def2-TZVPD

```
35
Properties=species:S:1:pos:R:3:forces:R:3:mulliken_charge:R:1
C -0.2859 3.1337 0.8607 0.064 0.856 -2.725 0.01
N -0.1329 1.8932 0.3774 -0.270 -0.235 0.759 -0.60
N 0.0446 1.9303 -0.9760 -0.108 0.139 0.117 0.48
C -0.0206 3.2312 -1.4013 -0.369 0.746 2.614 -0.06
C -0.2450 4.0913 -0.2187 0.571 -4.414 -1.286 -1.00
B 0.2849 0.5882 -1.7905 1.570 0.500 -0.273 0.15
N 1.4420 -0.3717 -1.2522 -0.413 0.656 1.052 0.31
N 1.5623 -0.6390 0.0988 -0.338 -0.726 0.240 -0.55
C 2.6212 -1.4614 0.2662 -0.685 0.855 -1.169 -0.17
C 3.2347 -1.6713 -0.9832 0.351 -0.391 -0.220 -0.88
C 2.4592 -0.9804 -1.9073 0.031 0.192 -0.330 -0.11
Cd -0.3979 -0.0849 1.3586 1.006 2.466 -1.940 0.95
N -1.0500 -0.2519 -1.8248 -1.333 -0.397 -1.925 0.51
N -1.6408 -0.7549 -0.6673 -3.168 -1.759 -0.345 -0.53
C -2.7863 -1.3831 -1.0679 2.514 1.370 1.572 -0.19
C -2.9163 -1.2663 -2.4714 -1.075 -0.633 -0.274 -0.68
C -1.8007 -0.5682 -2.8942 2.853 1.692 0.327 0.08
H -3.5012 -1.8769 -0.4277 0.263 0.101 0.370 0.46
H -1.4897 -0.2557 -3.8902 -0.159 -0.125 0.308 0.45
H -3.7345 -1.6212 -3.0803 0.025 -0.031 -0.008 0.44
H 0.5747 0.8768 -2.9265 -0.335 -0.116 0.277 -0.05
H 2.5585 -0.8364 -2.9946 0.062 -0.221 0.796 0.43
H 0.0950 3.4506 -2.4641 -0.016 0.078 0.526 0.45
H 4.1460 -2.2652 -1.1645 -0.767 0.513 0.010 0.39
H -0.3638 5.1403 -0.1683 0.026 0.703 -0.074 0.42
H 2.9108 -1.8745 1.2288 -0.136 0.326 -0.180 0.50
H -0.4227 3.2948 1.9091 -0.066 0.127 0.299 0.37
H -0.8477 -1.9896 1.4508 1.105 0.831 1.070 0.22
C -0.1844 -1.9363 2.4260 -1.317 -3.834 -0.571 -1.01
H 0.4520 -2.7646 2.1162 0.191 -0.087 0.348 0.46
H 0.4137 -1.2559 3.0256 -0.046 0.345 -0.609 0.13
H -0.9815 -2.3059 3.0440 0.023 -0.355 0.956 0.47
S -0.0491 0.8952 4.1246 0.027 0.395 0.914 -0.13
C 0.0043 0.0992 5.5545 0.063 -0.094 3.137 0.47
N 0.0471 -0.2096 6.7297 -0.144 0.526 -3.765 -0.23
```
Positions in Å, forces in eV/Å.

HOMO energy (spin up / spin down) = -0.567 / -0.563 hartree
E_LUMO (spin up / spin down) = -9.80 / -11.42 eV
Orbital gap (spin up / spin down) = 0.207 / 0.144 Eh
Total charge = +2
Relative energy (zero: lowest compared OMol25 entry of this formula, charge and spin) = 0.000 eV

=====

3.
Formula: C3H5NO2S
Source: the OMol25 dataset
Level of theory: ωB97M-V/def2-TZVPD

```
12
Properties=species:S:1:pos:R:3:forces:R:3:mulliken_charge:R:1
O 2.6140 2.1640 0.0334 0.183 0.461 0.679 -0.49
C 2.2190 1.0485 0.2295 1.397 2.019 -1.167 0.24
O 1.3033 0.5847 -0.5535 -1.441 -0.459 -1.028 -0.26
C 0.6675 -0.6649 -0.3884 1.602 -0.805 -1.020 -0.35
C -0.7542 -0.4434 -0.0424 -2.008 -0.272 2.685 -0.09
N -1.1985 0.6886 -0.4043 1.438 -1.901 0.096 -0.25
S -2.6506 1.3128 -0.0306 -0.270 2.098 -1.063 -0.14
H 2.7608 0.4012 0.8635 0.166 -1.354 1.325 0.28
H 1.3632 -1.3197 0.1923 -1.221 0.174 0.038 0.40
H 0.6331 -1.0412 -1.4149 0.308 -0.467 0.061 0.18
H -1.3652 -1.1762 0.6747 1.350 1.245 -1.649 0.29
H -2.1955 2.4293 -0.7678 -1.503 -0.739 1.043 0.18
```
Positions in Å, forces in eV/Å.

HOMO energy = -0.336 hartree
E_LUMO = 0.67 eV
Orbital gap = 0.361 Eh
Total charge = 0
Relative energy (zero: lowest compared OMol25 entry of this formula, charge and spin) = 2.574 eV
SMILES string = O=COC/C=N/S

=====

Repeat the first record exactly.
Formula: C2H6Se
Source: the OMol25 dataset
Level of theory: ωB97M-V/def2-TZVPD

```
9
Properties=species:S:1:pos:R:3:forces:R:3:mulliken_charge:R:1
C 0.8451 0.3376 0.3027 0.537 -1.207 0.337 -0.97
C -0.2523 -0.1415 -0.6729 0.451 -0.179 -1.656 -0.53
Se -2.1538 -0.0787 0.0244 1.059 0.344 -0.334 -0.12
H 0.7844 1.3731 0.5580 -0.198 0.829 -0.174 0.32
H 0.9335 -0.1698 1.3092 -0.568 0.054 -1.190 0.32
H 1.8207 0.1518 -0.1941 -0.448 0.230 0.241 0.29
H -0.1229 -1.2650 -0.8777 0.031 1.882 -0.071 0.31
H -0.1223 0.5141 -1.7223 -0.763 -1.941 2.849 0.29
H -1.7325 -0.7215 1.2727 -0.100 -0.012 -0.002 0.08
```
Positions in Å, forces in eV/Å.

HOMO energy = -0.320 hartree
E_LUMO = 0.89 eV
Orbital gap = 0.353 Eh
Total charge = 0
Relative energy (zero: lowest compared OMol25 entry of this formula, charge and spin) = 0.086 eV
SMILES string = CC[SeH]

=====

Look up the relative energy (zero: lowest compared OMol25 entry of this formula, charge and spin) of the first one.
0.086 eV